Entry 1:
A molecular structure, C32H38As2CrN9. Source: the Open Molecules 2025 dataset; level of theory: the ωB97M-V functional and the def2-TZVPD basis.

Geometry as XYZ:
```
82
Properties=species:S:1:pos:R:3:forces:R:3
Cr 0.69965 -0.00817 0.23244 -0.41 0.05 0.02
C -5.16076 -3.49397 -1.38830 0.07 0.06 -0.01
C -4.14627 -2.47365 -0.93993 -0.11 0.03 -0.08
C -4.26004 -1.12497 -1.29569 -0.03 -0.01 -0.03
C -3.30642 -0.20116 -0.92504 -0.08 0.07 -0.09
C -2.18905 -0.55056 -0.15139 0.07 0.33 -0.06
N -1.21318 0.39813 0.18398 0.14 -0.06 0.03
C -1.65795 1.69099 0.51690 -0.08 -0.35 0.03
C -2.74617 1.88897 1.37133 -0.09 -0.04 0.13
C -3.17519 3.15287 1.72195 -0.04 0.00 0.04
C -2.52244 4.29555 1.25504 -0.04 0.05 0.04
C -2.95265 5.67526 1.68123 0.02 -0.08 -0.02
C -1.43546 4.10626 0.42000 0.09 0.05 -0.08
C -1.02469 2.82897 0.04387 0.25 0.09 -0.20
N 0.08808 2.71270 -0.86022 0.01 0.07 0.41
C 0.42215 3.60684 -1.80462 -0.05 0.04 -0.14
C 1.71687 3.35736 -2.20016 0.01 0.01 -0.04
C 2.11666 2.27661 -1.42109 0.05 0.07 0.08
N 1.13778 1.87910 -0.60200 -0.25 -0.05 -0.21
C -2.10090 -1.88868 0.21777 0.19 -0.21 0.21
C -3.04653 -2.83170 -0.18665 0.08 -0.15 0.04
N -1.05286 -2.33581 1.09234 -0.18 0.07 -0.24
C -1.12961 -3.32915 1.99717 -0.03 -0.06 0.03
C 0.12860 -3.52171 2.52678 0.03 -0.05 0.03
C 0.92814 -2.58542 1.87841 -0.11 -0.04 0.04
N 0.20922 -1.86946 1.00880 0.16 0.00 0.11
H -6.15513 -3.05348 -1.45001 0.01 -0.01 0.02
H -5.20455 -4.34295 -0.70645 0.01 0.03 -0.01
H -4.91264 -3.87895 -2.38000 0.00 0.02 0.02
H -5.10591 -0.80216 -1.89350 0.04 -0.01 0.05
H -3.41263 0.83353 -1.23136 -0.01 -0.04 0.02
H -3.27023 1.01744 1.74978 0.01 0.04 -0.03
H -4.02795 3.25934 2.38420 0.03 0.00 -0.05
H -4.03667 5.73957 1.77330 0.02 -0.01 -0.02
H -2.62466 6.43283 0.97063 -0.01 -0.02 0.00
H -2.52600 5.92712 2.65416 0.00 0.00 -0.01
H -0.89003 4.96848 0.05326 0.01 -0.03 0.03
H -0.28204 4.35410 -2.13500 0.03 -0.04 0.07
H 2.29016 3.87916 -2.94833 -0.04 -0.02 0.07
H 3.07895 1.79346 -1.41905 -0.09 -0.06 -0.03
H -2.91252 -3.87222 0.09015 0.02 0.05 0.01
H -2.06246 -3.82899 2.20231 0.04 0.05 -0.04
H 0.42244 -4.24553 3.26984 -0.03 0.08 -0.06
H 1.97606 -2.38899 2.01695 0.01 0.05 0.01
C 4.09260 -2.45239 0.21236 -0.16 -0.02 0.14
As 3.19200 -0.75885 -0.08390 0.18 0.13 -0.28
C 4.45373 0.46673 0.72988 -0.06 0.02 0.03
C 3.48654 -0.60249 -2.00367 0.03 0.06 0.04
C 4.76407 -0.42477 -2.52326 -0.05 -0.02 -0.02
C 4.94347 -0.24456 -3.88789 -0.01 0.00 -0.03
C 3.84699 -0.25517 -4.74008 0.02 0.02 0.01
C 2.57210 -0.46055 -4.23036 0.01 -0.06 0.03
C 2.38754 -0.63223 -2.86320 -0.02 0.04 -0.01
As 0.63486 -0.92153 -2.09356 0.17 -0.27 -0.24
C -0.62631 -0.26620 -3.38839 -0.04 0.12 0.08
C 0.48086 -2.84564 -2.25728 -0.09 -0.02 0.08
H 5.08221 -2.35918 -0.22630 0.08 -0.05 -0.02
H 3.55195 -3.25538 -0.28159 -0.02 -0.04 -0.02
H 4.18858 -2.67332 1.27309 0.01 0.01 0.03
H 5.36776 0.53855 0.14817 0.06 0.00 -0.02
H 4.68963 0.07939 1.71874 0.02 0.00 0.05
H 4.00274 1.44934 0.84341 0.00 0.03 -0.03
H 5.62766 -0.41628 -1.87034 0.04 0.02 0.00
H 5.93913 -0.09211 -4.28460 -0.03 -0.01 0.01
H 3.98345 -0.10166 -5.80266 0.01 -0.03 0.02
H 1.72526 -0.48845 -4.90464 0.01 0.04 -0.02
H -0.54004 -0.82292 -4.31628 0.02 -0.04 -0.08
H -0.45575 0.79266 -3.56671 0.03 0.06 -0.02
H -1.62207 -0.40304 -2.97240 -0.05 -0.01 -0.02
H 0.71196 -3.13751 -3.27840 0.00 -0.02 -0.06
H -0.52836 -3.16470 -2.00011 -0.02 0.03 0.00
H 1.18724 -3.31687 -1.57641 0.02 -0.02 0.01
N -1.23364 -0.27683 4.97383 -0.06 -0.06 0.01
C -0.13466 0.37845 5.36865 -0.15 -0.06 -0.18
N 0.04455 0.62377 6.66421 -0.01 -0.01 0.00
N 0.79921 0.79657 4.53643 0.56 0.28 0.12
C 0.83083 0.69266 3.26399 -0.27 -0.01 0.15
N 0.96123 0.66380 2.10803 0.04 -0.09 0.21
H -1.93925 -0.56895 5.62727 -0.02 0.00 -0.01
H -1.38489 -0.46157 3.99789 -0.01 0.02 -0.03
H -0.62029 0.34454 7.36348 0.00 0.00 0.01
H 0.86592 1.12977 6.94883 0.01 0.00 -0.02
```
Forces are in eV/Å.

Spin multiplicity: 4
LUMO (spin up / spin down) (eV): -4.8 / -5.0
Kohn-Sham gap (spin up / spin down) (eV): 7.357 / 7.285
HOMO energy (spin up / spin down) (eV): -12.115 / -12.331
Total charge: +2

Entry 2:
A molecular structure, C39H48BrClN2O6P2Y. Source: the Open Molecules 2025 dataset; level of theory: the ωB97M-V functional and the def2-TZVPD basis.

Geometry as XYZ:
```
100
Properties=species:S:1:pos:R:3:forces:R:3
Y 0.08922 -1.46945 -0.68895 -0.32 -0.75 -0.10
C 4.70677 -1.20618 0.77930 0.01 -0.03 -0.01
C 4.02578 0.16209 0.74852 -0.01 0.08 -0.05
C 4.36514 0.91441 -0.53737 -0.04 0.03 0.04
P 2.19870 -0.06409 0.95632 -0.04 -0.03 -0.09
C 2.09174 -0.76339 2.67198 0.02 -0.02 0.01
C 2.94257 -0.05363 3.72019 0.02 -0.04 0.00
C 0.63912 -0.82358 3.12192 -0.06 0.05 -0.01
C 1.51390 1.62056 1.02313 -0.07 -0.01 0.04
C 2.22495 2.69084 1.56330 0.00 -0.03 -0.03
C 1.74911 3.99289 1.56482 -0.03 0.04 0.00
C 2.53638 5.12122 2.17799 -0.01 -0.02 -0.01
C 0.48994 4.19602 1.00011 0.02 0.00 0.02
C -0.24708 3.16570 0.45332 0.00 -0.03 -0.03
C 0.23026 1.83392 0.42899 0.07 -0.01 0.08
N -0.45990 0.78394 -0.10321 0.15 -0.03 0.11
C -1.66110 0.96927 -0.81493 -0.10 -0.06 0.00
C -1.76794 1.81698 -1.92196 -0.01 0.02 0.04
C -2.91223 1.84248 -2.69752 0.00 -0.02 0.00
C -3.99302 1.01322 -2.41543 -0.02 -0.02 0.00
C -5.22608 1.00583 -3.27994 0.02 0.00 0.02
C -3.89730 0.17384 -1.31318 0.02 0.01 0.01
C -2.76690 0.14325 -0.50091 0.08 0.05 0.00
P -2.54065 -0.99100 0.92569 -0.07 0.07 -0.02
C -3.13074 0.08210 2.33711 0.05 -0.02 0.04
C -2.98173 -0.66170 3.66505 -0.01 0.03 -0.02
C -2.45453 1.44622 2.40490 0.01 -0.04 -0.01
C -3.91234 -2.24134 0.78325 0.02 0.02 -0.02
C -3.45429 -3.55590 1.42526 0.01 0.01 -0.07
C -5.29478 -1.83276 1.28964 0.01 -0.04 0.02
H 5.78481 -1.08916 0.64755 0.01 0.00 0.00
H 4.34172 -1.84913 -0.02433 -0.01 0.01 -0.01
H 4.53922 -1.73361 1.71821 0.00 0.01 0.01
H 4.39325 0.75583 1.59128 0.01 -0.03 -0.03
H 3.94649 1.92172 -0.53004 0.01 -0.01 0.01
H 5.44912 0.99772 -0.64602 0.02 0.00 0.01
H 3.98602 0.40069 -1.42164 0.00 -0.05 0.00
H 2.42975 -1.79721 2.54662 0.03 0.02 0.00
H 2.66251 0.99934 3.80393 -0.01 0.00 -0.01
H 4.01136 -0.11212 3.50917 -0.01 0.01 0.01
H 2.77601 -0.51630 4.69576 0.01 0.00 0.01
H 0.24745 0.18279 3.28608 0.00 0.02 0.00
H 0.56359 -1.37802 4.05980 0.01 0.01 0.02
H 0.00455 -1.33388 2.39812 -0.01 -0.04 -0.02
H 3.20490 2.50298 1.99132 0.01 0.00 0.00
H 3.60624 5.00212 1.99754 0.01 0.00 0.00
H 2.39187 5.17326 3.26007 0.00 0.01 0.01
H 2.23277 6.08270 1.76175 0.00 0.01 -0.01
H 0.07178 5.19802 0.98830 -0.01 0.00 0.00
H -1.22069 3.38128 0.03467 0.00 0.01 -0.01
H -0.92388 2.43999 -2.18716 0.01 0.01 0.00
H -2.95609 2.49925 -3.55963 0.00 0.01 -0.01
H -5.12042 1.69231 -4.11961 0.00 0.01 -0.01
H -6.10957 1.30352 -2.71155 -0.01 0.00 0.00
H -5.41448 0.00906 -3.68202 -0.01 -0.01 -0.01
H -4.72772 -0.48825 -1.09781 -0.01 -0.01 0.01
H -4.19397 0.25123 2.14914 -0.01 0.01 -0.02
H -1.93261 -0.85258 3.88751 0.04 -0.01 0.01
H -3.49845 -1.62024 3.66538 0.00 -0.02 0.00
H -3.39440 -0.05835 4.47803 0.00 0.00 0.00
H -1.37681 1.35792 2.52964 0.03 0.01 0.01
H -2.84737 2.00471 3.25905 -0.01 0.00 0.01
H -2.63835 2.03442 1.50669 0.01 -0.01 -0.02
H -3.96756 -2.41692 -0.29290 -0.03 -0.01 0.02
H -3.34857 -3.46592 2.50604 0.00 0.02 0.08
H -2.49085 -3.87958 1.03018 -0.02 0.01 0.01
H -4.18658 -4.34238 1.22982 -0.01 -0.02 -0.01
H -5.31377 -1.73407 2.37774 -0.01 0.00 -0.04
H -6.01847 -2.60754 1.02454 -0.01 0.00 0.00
H -5.64302 -0.89059 0.86426 -0.01 0.01 -0.01
C 2.92575 3.92620 -2.24545 0.00 -0.02 -0.02
C 2.30233 2.86279 -3.10559 0.01 0.05 -0.02
C 2.29042 2.93208 -4.49480 0.00 -0.02 0.01
C 1.69340 1.92372 -5.22679 -0.01 0.00 -0.01
C 1.10656 0.87542 -4.52810 -0.06 0.07 0.05
Br 0.24398 -0.49127 -5.51062 -0.02 -0.06 -0.02
N 1.09071 0.77939 -3.21632 0.24 0.01 -0.10
C 1.70072 1.75365 -2.53419 -0.13 0.00 0.08
H 2.76126 4.91526 -2.67444 0.00 0.01 0.01
H 4.00495 3.77815 -2.15862 0.00 0.00 0.00
H 2.50213 3.91197 -1.23975 0.00 0.00 0.00
H 2.74435 3.77541 -5.00297 0.00 0.00 -0.01
H 1.66679 1.94077 -6.30622 -0.01 0.00 0.00
H 1.67907 1.65774 -1.45744 -0.01 0.00 0.02
O 1.00752 -7.89602 0.55689 -0.01 0.08 -0.03
C 0.96582 -6.74041 0.20647 0.02 -0.10 0.00
C 1.21402 -6.23596 -1.21438 0.00 0.13 -0.18
O 1.49333 -6.92269 -2.17258 -0.01 0.00 0.06
C 1.04412 -4.75498 -1.15796 -0.04 -0.23 0.47
C 0.78477 -4.41301 0.19143 -0.03 0.49 -0.28
O 0.63850 -3.14935 0.50947 -0.01 0.19 0.49
C 0.67705 -5.53445 1.07778 0.02 -0.17 0.15
O 0.41509 -5.55269 2.27612 0.04 0.01 -0.14
O 1.10753 -3.90970 -2.08062 0.10 0.21 -0.07
O 3.15730 -1.86921 -2.77850 -0.21 0.04 0.25
C 2.28037 -1.70598 -2.08903 0.27 -0.12 -0.50
Cl -2.00745 -3.36776 -1.73796 0.07 0.20 0.05
C -1.19439 -1.97705 -2.65616 0.05 0.11 -0.26
H -2.02270 -1.37484 -3.03672 0.02 0.00 -0.02
H -0.69606 -2.47399 -3.48582 -0.04 -0.04 0.02
```
Forces are in eV/Å.

Energy relative to the best compared isomer or geometry (same formula, charge and spin) (kcal per mole): 16.2
LUMO (eV): 2.0
Kohn-Sham gap (eV): 6.135
HOMO energy (eV): -4.118
Total charge: -1

Entry 3:
2 unconnected molecules or ions with the total composition C21H17F2NO3 at a distorted geometry. Source: the Open Molecules 2025 dataset; level of theory: the ωB97M-V functional and the def2-TZVPD basis.

Geometry as XYZ:
```
44
Properties=species:S:1:pos:R:3:forces:R:3
C 2.02628 0.82061 2.84363 1.21 -2.25 0.81
C 1.15154 1.79695 2.48458 -1.48 0.48 -0.21
C -0.24017 1.55329 2.53605 -0.07 -0.64 0.33
N -1.20310 2.59426 2.26308 -0.83 1.55 -0.49
O -2.42652 2.34441 2.35695 2.07 0.26 -0.11
O -0.77094 3.72873 1.94022 -0.68 -1.99 0.56
C -0.71335 0.27855 2.89843 -0.73 1.39 -0.48
C 0.15510 -0.70474 3.21488 1.57 -1.38 0.56
C 1.58122 -0.53520 3.29673 -1.71 1.72 -0.63
O 2.34354 -1.48052 3.72088 1.55 -0.50 0.22
H 3.10497 1.02408 2.78615 -0.51 -0.21 0.14
H 1.45738 2.79025 2.14894 0.15 -0.41 0.18
H -1.78470 0.08407 2.92732 0.26 0.18 -0.11
H -0.20141 -1.70310 3.46072 -0.13 0.31 -0.10
C 6.92469 -6.27868 3.40070 0.52 -0.38 -0.33
C 5.65249 -5.58890 3.72500 -0.68 0.10 0.00
C 5.56789 -4.76517 4.84834 0.34 -0.26 0.03
F 6.67772 -4.66685 5.64103 -0.74 0.04 -0.44
C 4.44808 -4.04313 5.16164 -0.76 0.78 -0.30
C 3.28381 -4.12148 4.33637 1.60 -0.43 -0.10
C 2.07618 -3.36140 4.56666 -1.38 -0.41 -0.89
C 1.48769 -3.11200 5.84844 -0.66 -0.10 1.98
C 2.16153 -3.15923 7.12228 0.79 0.27 -1.46
C 1.61534 -2.50606 8.18454 -0.40 0.30 0.75
F 2.33574 -2.32657 9.33302 -0.30 -0.44 -0.68
C 0.32072 -1.98304 8.17604 -0.26 -0.45 -0.89
C -0.22448 -1.29006 9.36343 -0.41 0.53 0.42
C -0.44673 -2.20790 7.01645 -0.05 0.01 0.59
C 0.10362 -2.80766 5.90232 0.90 0.40 -0.51
C 3.32774 -5.03686 3.25343 0.08 0.91 0.22
C 4.50366 -5.70665 2.92811 -0.06 0.01 0.42
H 6.84060 -6.77711 2.42657 0.10 0.12 0.26
H 7.73838 -5.54532 3.35615 -0.06 -0.21 0.00
H 7.20721 -7.03818 4.14937 -0.19 0.35 -0.19
H 4.49354 -3.33321 5.98445 0.13 -0.18 -0.31
H 1.31915 -3.54059 3.79405 0.38 0.11 0.28
H 3.14071 -3.63316 7.24404 -0.47 0.43 -0.06
H -1.27961 -1.03242 9.19850 0.34 -0.02 0.09
H -0.15747 -1.90881 10.26611 0.06 0.10 -0.18
H 0.33844 -0.36369 9.55522 -0.18 -0.26 0.02
H -1.48833 -1.87212 6.98311 0.39 -0.19 0.13
H -0.49191 -2.98123 5.00924 0.06 0.25 0.21
H 2.43451 -5.15607 2.64447 0.22 0.04 -0.02
H 4.53313 -6.32619 2.03175 0.02 0.06 0.30
```
Forces are in eV/Å.

Energy relative to the best compared isomer or geometry (same formula, charge and spin) (kcal per mole): 30.6
LUMO (eV): -2.1
Kohn-Sham gap (eV): 5.651
HOMO energy (eV): -7.724

Entry 4:
A single C17H17ClFNO2S molecule. Source: the Open Molecules 2025 dataset; level of theory: the ωB97M-V functional and the def2-TZVPD basis.

Geometry as XYZ:
```
40
Properties=species:S:1:pos:R:3:forces:R:3
C -3.87572 -2.75177 0.66355 -0.15 -0.22 0.08
O -3.10427 -1.73362 0.06851 0.05 0.35 -0.11
C -3.63946 -0.48044 -0.06097 0.02 0.21 -0.05
C -4.96219 -0.18775 0.25426 -0.02 -0.31 0.05
C -5.45777 1.09680 0.11330 0.07 0.06 -0.02
C -4.63864 2.11765 -0.33213 -0.09 0.03 0.01
C -3.32153 1.83608 -0.63678 0.06 -0.15 -0.01
C -2.80218 0.55066 -0.52193 -0.23 0.02 0.18
C -1.35272 0.40468 -0.85750 0.03 -0.27 -0.16
O -0.59629 1.35990 -0.81045 -0.05 0.20 -0.01
N -0.95137 -0.81877 -1.26769 -0.05 -0.27 -0.13
C 0.43885 -1.13963 -1.47539 0.20 0.15 0.01
C 0.91193 -2.16784 -0.45033 0.46 0.09 -0.10
S 2.71996 -2.38181 -0.48247 0.01 -0.03 0.13
C 3.23634 -1.21401 0.83935 -0.16 -0.42 -0.36
C 2.90427 0.20473 0.52443 0.08 0.12 -0.01
C 3.65291 0.90740 -0.41880 -0.24 0.22 0.14
F 4.69638 0.28336 -1.00093 -0.06 -0.04 0.05
C 3.38236 2.21339 -0.77519 0.14 -0.22 -0.06
C 2.32607 2.86582 -0.16444 -0.02 -0.14 0.15
C 1.56533 2.21584 0.78884 0.06 0.06 0.06
C 1.85254 0.90164 1.11785 0.34 0.29 -0.24
Cl 0.86429 0.13761 2.31427 -0.22 -0.08 0.24
H -3.21638 -3.61645 0.72677 -0.09 0.04 0.02
H -4.20144 -2.47260 1.66944 0.01 0.01 -0.05
H -4.74657 -3.00698 0.05179 0.03 0.03 0.05
H -5.62170 -0.96260 0.61148 -0.02 -0.08 0.03
H -6.49057 1.29284 0.36023 -0.08 0.01 0.02
H -5.02082 3.12105 -0.43649 -0.03 0.09 -0.02
H -2.64967 2.61165 -0.97258 0.06 0.03 -0.01
H -1.60367 -1.58526 -1.22261 -0.05 0.18 0.08
H 0.58979 -1.53064 -2.48721 0.07 0.09 0.09
H 0.99648 -0.20517 -1.37340 -0.04 -0.20 -0.09
H 0.48806 -3.14910 -0.66698 -0.06 -0.01 0.08
H 0.62802 -1.87137 0.55786 -0.12 -0.05 -0.03
H 4.31573 -1.35479 0.89393 -0.04 0.00 0.09
H 2.77030 -1.53933 1.76768 0.17 0.09 -0.01
H 3.99564 2.69663 -1.51867 0.08 0.03 -0.08
H 2.09156 3.88282 -0.43331 -0.03 0.11 -0.03
H 0.73667 2.71522 1.26251 -0.09 -0.01 0.02
```
Forces are in eV/Å.

Energy relative to the best compared isomer or geometry (same formula, charge and spin) (kcal per mole): 3.9
LUMO (eV): 0.5
Kohn-Sham gap (eV): 8.999
HOMO energy (eV): -8.491